No. 1
134
Properties=species:S:1:pos:R:3:mulliken_charge:R:1 method="wB97M-V/def2-TZVPD" multiplicity=2 total_charge=-1 orbital_gap_ev="4.7 / 4.6"
Ti 0.016 0.629 -0.174 -2.4173
C 3.514 4.968 3.572 -0.6673
C 4.566 4.053 3.361 -0.8460
C 4.384 2.920 2.597 -0.2608
C 3.125 2.708 2.033 0.5600
C 2.574 1.634 1.262 -1.1168
N 3.271 0.524 1.000 -0.1243
C 2.621 -0.593 0.815 -0.2255
C 3.233 -1.857 1.202 0.0162
C 4.541 -2.207 1.504 -0.3744
C 4.765 -3.465 2.037 -0.7407
C 3.702 -4.337 2.305 -0.8734
C 2.396 -3.979 2.022 -0.0169
C 2.179 -2.734 1.447 0.8993
C 0.957 -2.034 1.102 -0.7406
N -0.206 -2.531 1.368 -0.2884
C -1.333 -1.850 1.211 -0.8688
N -1.501 -0.588 0.657 1.2591
C -2.833 -0.300 0.748 -1.7800
N -3.458 0.802 0.301 -0.3065
C -2.740 1.870 0.148 -0.1007
N -1.418 1.981 0.508 0.3614
C -1.171 3.331 0.701 0.0513
N -0.155 3.829 1.324 -0.4016
C 0.944 3.108 1.539 -1.0546
N 1.261 1.869 0.999 1.0142
C 2.079 3.624 2.236 0.8048
C 2.271 4.770 3.012 -0.3567
C -2.310 4.107 0.238 0.2498
C -2.512 5.472 0.107 -0.2728
C -3.707 5.893 -0.455 -0.6949
C -4.674 4.974 -0.874 -0.7857
C -4.476 3.609 -0.727 -0.3333
C -3.282 3.190 -0.163 0.3618
C -3.544 -1.373 1.371 1.0331
C -4.878 -1.536 1.751 -0.5027
C -5.222 -2.693 2.415 -0.6966
C -4.260 -3.683 2.705 -0.5989
C -2.941 -3.529 2.336 -0.5566
C -2.587 -2.356 1.664 0.5347
N 1.261 -0.748 0.656 1.0532
H 3.693 5.838 4.193 0.4117
H 5.533 4.247 3.809 0.3951
H 5.185 2.209 2.429 0.4965
H 5.353 -1.508 1.340 0.5108
H 5.777 -3.779 2.260 0.3943
H 3.910 -5.302 2.754 0.3946
H 1.560 -4.634 2.236 0.4982
H 1.459 5.474 3.154 0.5290
H -1.740 6.166 0.414 0.4807
H -3.894 6.952 -0.583 0.3959
H -5.592 5.338 -1.319 0.3911
H -5.212 2.886 -1.060 0.5069
H -5.609 -0.765 1.536 0.5343
H -6.246 -2.851 2.729 0.4017
H -4.567 -4.573 3.241 0.4142
H -2.192 -4.279 2.556 0.5460
C -0.254 -2.620 -1.865 -0.7086
C 1.090 -2.795 -2.215 0.1468
C 1.574 -1.524 -2.677 0.0654
C 0.479 -0.630 -2.623 -0.7989
C -0.698 -1.313 -2.175 1.5064
C -2.044 -1.110 -2.871 1.5684
C -1.877 -1.689 -4.292 -1.6984
C -2.405 0.363 -3.039 -0.7988
C -3.194 -1.866 -2.206 -1.7512
C 2.784 -1.105 -3.530 2.2857
C 2.402 -1.314 -5.012 -1.7061
C 4.099 -1.846 -3.278 -2.1331
C 3.086 0.388 -3.332 -0.9545
C 1.737 -4.188 -2.162 2.6007
C 0.854 -5.147 -1.340 -2.2922
C 3.162 -4.223 -1.550 -1.6121
C 1.799 -4.779 -3.583 -1.7379
H -0.909 -3.398 -1.497 0.1903
H 0.457 0.292 -3.183 0.5973
H -1.091 -1.154 -4.834 0.2003
H -2.812 -1.600 -4.856 0.5008
H -1.592 -2.742 -4.243 0.2270
H -1.608 0.886 -3.571 -0.8530
H -2.560 0.847 -2.080 -0.4257
H -3.324 0.466 -3.623 0.8788
H -2.954 -2.926 -2.094 0.2820
H -4.095 -1.786 -2.822 0.4927
H -3.428 -1.464 -1.225 0.2048
H 2.295 -2.377 -5.243 0.2108
H 3.163 -0.889 -5.677 0.5122
H 1.445 -0.832 -5.221 0.0731
H 4.013 -2.910 -3.481 0.3162
H 4.438 -1.706 -2.248 0.1519
H 4.868 -1.442 -3.943 0.6174
H 2.368 1.029 -3.846 -0.2936
H 3.071 0.650 -2.275 -0.2545
H 4.079 0.621 -3.731 0.9053
H 0.641 -4.737 -0.352 0.3778
H 1.370 -6.104 -1.220 0.5262
H -0.096 -5.342 -1.845 0.3067
H 3.216 -4.943 -0.733 0.2865
H 3.445 -3.258 -1.153 0.1149
H 3.910 -4.521 -2.286 0.4307
H 0.793 -4.879 -3.998 0.2611
H 2.265 -5.770 -3.557 0.4540
H 2.381 -4.150 -4.258 0.3127
C -1.414 3.777 -3.775 -1.3452
C -0.006 3.738 -4.385 1.8480
C -0.007 2.855 -5.628 -1.6291
C 0.447 5.155 -4.722 -2.0164
O 0.993 3.118 -3.524 0.5078
P 0.999 3.205 -1.916 -0.6923
O 0.480 4.496 -1.447 -0.9274
O 0.283 1.895 -1.490 3.2182
O 2.523 2.906 -1.578 0.2241
C 3.663 3.805 -1.752 1.5409
C 3.765 4.267 -3.206 -1.6558
C 3.580 5.021 -0.828 -1.3759
C 4.874 2.949 -1.400 -1.5499
H -1.630 2.842 -3.260 0.0116
H -1.499 4.585 -3.050 0.3598
H -2.155 3.922 -4.563 0.5070
H -0.649 3.279 -6.402 0.4711
H -0.369 1.857 -5.370 0.1673
H 1.011 2.762 -6.013 0.2843
H -0.291 5.639 -5.366 0.4599
H 1.412 5.142 -5.234 0.3343
H 0.532 5.726 -3.796 0.2949
H 3.019 5.035 -3.413 0.3276
H 3.593 3.426 -3.880 0.1480
H 4.760 4.679 -3.385 0.5483
H 2.605 5.496 -0.927 0.2482
H 4.360 5.733 -1.104 0.4836
H 3.724 4.735 0.213 0.1627
H 5.058 2.212 -2.185 0.3268
H 4.698 2.415 -0.466 0.1735
H 5.752 3.587 -1.287 0.4608


No. 2
134
Properties=species:S:1:pos:R:3:mulliken_charge:R:1 method="wB97M-V/def2-TZVPD" relative_energy_kj_mol=0.0 multiplicity=1 total_charge=+1 orbital_gap_ev=2.7
C -4.652 1.010 -1.068 -1.6944
C -4.261 0.120 0.116 2.0803
C -4.399 -1.355 -0.244 -1.3465
C -5.073 0.444 1.352 0.7308
C -6.424 0.727 1.231 -0.8520
C -7.207 0.955 2.339 -1.6267
C -6.651 0.886 3.596 -0.3781
C -5.312 0.590 3.763 1.3124
C -4.723 0.494 5.151 1.4682
C -5.387 -0.632 5.941 -1.4555
C -4.826 1.831 5.879 -1.5328
C -4.511 0.369 2.637 -2.1366
N -3.128 0.010 2.842 1.6226
N -2.760 -1.111 3.456 -0.5966
N -1.446 -1.114 3.465 1.9562
C -0.666 -2.148 4.117 -1.1827
C 0.254 -1.864 5.143 0.6090
C 0.449 -0.467 5.690 1.2529
C 1.926 -0.059 5.676 -1.7883
C -0.131 -0.369 7.098 -1.6496
C 0.945 -2.905 5.740 -0.4884
C 0.728 -4.210 5.360 -1.6479
C -0.197 -4.495 4.381 -0.6793
C -0.887 -3.480 3.742 1.0550
C -1.905 -3.803 2.673 1.1194
C -3.248 -4.177 3.299 -1.3984
C -1.397 -4.898 1.734 -1.5764
C -0.894 0.025 2.811 -1.2284
C 0.508 0.269 2.540 0.5650
C 1.302 -0.731 1.956 -0.4422
C 2.633 -0.520 1.702 -0.2303
C 3.451 -1.614 1.034 0.8081
F 4.512 -1.052 0.417 -0.2729
F 3.862 -2.477 1.986 -0.2670
F 2.671 -2.252 0.134 -0.2409
C 3.222 0.674 2.086 -1.1422
C 2.473 1.668 2.695 -0.4091
C 3.148 2.912 3.256 0.7968
F 2.592 4.006 2.694 -0.2678
F 2.953 2.924 4.593 -0.2151
F 4.468 2.856 2.979 -0.2884
C 1.125 1.483 2.888 -0.2022
C -2.015 0.816 2.470 1.2467
C -2.031 2.028 1.862 -2.3608
H -4.643 2.063 -0.790 0.4159
H -3.987 0.875 -1.920 0.2256
H -5.657 0.770 -1.413 0.3470
H -3.204 0.319 0.359 -0.1736
H -4.076 -1.993 0.578 0.2184
H -5.440 -1.594 -0.457 0.3321
H -3.815 -1.612 -1.128 0.3417
H -6.879 0.753 0.257 0.3306
H -8.255 1.177 2.225 0.3787
H -7.267 1.056 4.461 0.4305
H -3.654 0.247 5.032 -0.5672
H -5.298 -1.582 5.415 0.2982
H -4.948 -0.748 6.931 0.4236
H -6.448 -0.429 6.075 0.3335
H -4.336 2.624 5.314 0.3930
H -5.869 2.119 6.008 0.3180
H -4.375 1.789 6.869 0.4236
H -0.113 0.220 5.038 -0.0221
H 2.378 -0.248 4.703 0.2915
H 2.062 0.997 5.910 0.3935
H 2.491 -0.628 6.413 0.5233
H -1.184 -0.647 7.110 0.3838
H 0.390 -1.047 7.772 0.3513
H -0.033 0.636 7.506 0.4244
H 1.655 -2.693 6.522 0.4347
H 1.262 -5.009 5.847 0.4064
H -0.395 -5.521 4.123 0.3730
H -2.040 -2.881 2.081 -0.0557
H -3.632 -3.362 3.914 0.1138
H -3.996 -4.412 2.543 0.3981
H -3.138 -5.051 3.939 0.4418
H -0.403 -4.661 1.358 0.3542
H -1.331 -5.854 2.251 0.3643
H -2.059 -5.043 0.882 0.4200
H 0.855 -1.667 1.672 0.8415
H 4.277 0.825 1.924 0.6306
H 0.553 2.252 3.374 0.6815
H -1.119 2.509 1.573 0.4357
H -2.954 2.525 1.648 0.3368
C 2.653 -0.683 -8.994 -1.4581
C 1.912 -0.271 -7.767 0.6413
C 0.649 0.282 -7.859 -0.9214
C -0.066 0.689 -6.742 1.6699
C -1.430 1.242 -6.997 -1.9842
C 0.511 0.551 -5.469 -0.0612
C -0.222 0.947 -4.193 0.6281
C -1.403 0.020 -3.902 -1.5870
C -0.615 2.438 -4.117 -1.1153
C 0.527 3.377 -4.241 0.6772
C 0.473 4.757 -4.354 0.0821
C 1.714 5.480 -4.473 0.7252
C 3.026 4.766 -4.489 -1.8160
C 1.703 6.851 -4.583 -0.8249
C 0.519 7.579 -4.596 0.6861
C 0.555 9.060 -4.728 -1.5327
C -0.686 6.893 -4.488 -0.8974
C -0.752 5.523 -4.363 1.1489
C -2.112 4.918 -4.264 -1.5201
C 1.787 -0.029 -5.366 0.9260
C 2.437 -0.271 -4.043 -1.7456
C 2.465 -0.426 -6.510 -1.0604
H 3.627 -1.107 -8.750 0.3680
H 2.099 -1.434 -9.557 0.3475
H 2.823 0.169 -9.654 0.3351
H 0.202 0.389 -8.833 0.4779
H -2.021 1.373 -6.097 0.0997
H -1.371 2.209 -7.497 0.3538
H -2.000 0.575 -7.645 0.4642
H 0.494 0.805 -3.370 0.4047
H -1.093 -1.025 -3.923 0.4738
H -1.843 0.227 -2.926 0.2520
H -2.196 0.131 -4.638 0.3118
H -1.341 2.658 -4.897 -0.2387
H -1.130 2.616 -3.167 0.7272
H 1.498 2.915 -4.223 0.4345
H 3.852 5.459 -4.649 0.4017
H 3.211 4.256 -3.542 0.3699
H 3.068 4.029 -5.294 0.4028
H 2.637 7.380 -4.667 0.4508
H -0.448 9.485 -4.720 0.3779
H 1.113 9.510 -3.907 0.3721
H 1.034 9.355 -5.662 0.3650
H -1.602 7.459 -4.507 0.3731
H -2.879 5.689 -4.177 0.4446
H -2.358 4.340 -5.155 0.3453
H -2.213 4.287 -3.383 0.2896
H 3.410 -0.749 -4.159 0.3864
H 2.602 0.661 -3.502 0.2626
H 1.830 -0.932 -3.423 0.3522
H 3.438 -0.879 -6.422 0.3159


No. 3
130
Properties=species:S:1:pos:R:3:mulliken_charge:R:1 method="wB97M-V/def2-TZVPD" multiplicity=1 total_charge=-1 orbital_gap_ev=3.7
C -3.611 -3.894 4.356 -1.2712
C -4.346 -2.560 4.717 0.4869
C -5.893 -2.740 4.813 -0.8143
C -6.569 -2.361 3.468 -0.7117
C -6.355 -0.849 3.172 0.2347
C -6.920 -0.461 1.756 -0.8760
C -5.821 0.208 0.870 -0.2171
C -6.467 0.990 -0.318 -0.6806
C -5.592 2.168 -0.871 -0.9638
C -4.060 2.043 -0.607 0.1794
C -3.174 2.881 -1.613 0.5342
C -3.220 2.422 -3.103 -1.5067
C -2.893 0.892 -3.245 0.4910
C -1.613 0.635 -4.107 -1.1697
C -0.300 0.378 -3.298 -0.1549
F -0.492 0.083 -1.947 0.1012
H -4.161 -4.478 3.600 0.3373
H -2.599 -3.629 3.991 0.3028
H -3.496 -4.518 5.263 0.3276
H -3.918 -2.194 5.674 0.3308
H -4.061 -1.797 3.967 -0.4938
H -6.255 -2.072 5.625 0.3567
H -6.125 -3.775 5.134 0.3515
H -7.665 -2.530 3.547 0.3443
H -6.225 -3.021 2.646 0.3791
H -5.302 -0.523 3.208 -0.3556
H -6.930 -0.288 3.932 0.2368
H -7.219 -1.405 1.253 0.3399
H -7.793 0.202 1.879 0.3639
H -5.206 -0.596 0.409 0.1853
H -5.113 0.814 1.466 0.2189
H -7.433 1.401 0.045 0.3446
H -6.653 0.262 -1.132 0.2958
H -5.918 3.082 -0.322 0.2722
H -5.837 2.377 -1.931 0.4096
H -3.888 2.506 0.400 0.4327
H -3.701 1.000 -0.507 -0.0693
H -2.140 3.005 -1.218 -1.1338
H -3.610 3.911 -1.587 0.4843
H -4.287 2.565 -3.418 0.0738
H -3.740 0.440 -3.818 0.4540
H -2.866 0.335 -2.281 -0.6419
H -1.794 -0.244 -4.760 0.3550
H -1.428 1.529 -4.735 0.5340
H 0.224 -0.478 -3.776 0.3185
H 0.379 1.247 -3.351 0.0794
C 0.332 -1.179 3.789 -0.7965
C 0.748 -0.883 2.495 -0.6667
C -0.083 -0.163 1.644 -0.2343
C -1.325 0.271 2.089 -0.3521
C -1.739 -0.019 3.381 -0.7912
C -0.914 -0.749 4.230 -0.6770
H 0.976 -1.745 4.452 0.5392
H 1.720 -1.216 2.150 0.4852
H 0.235 0.060 0.633 0.3071
H -1.970 0.836 1.426 0.9837
H -2.708 0.320 3.727 0.4863
H -1.243 -0.983 5.236 0.6948
C 0.452 -5.196 -1.231 -0.4223
C 0.923 -3.889 -1.250 -0.5718
C 0.055 -2.840 -1.533 0.2493
C -1.286 -3.098 -1.786 -0.3348
C -1.758 -4.405 -1.763 -0.5859
C -0.889 -5.455 -1.489 -0.3921
H 1.130 -6.014 -1.014 0.3591
H 1.968 -3.686 -1.046 0.4310
H 0.420 -1.823 -1.555 0.1464
H -1.962 -2.278 -2.002 0.3312
H -2.804 -4.605 -1.959 0.3978
H -1.256 -6.474 -1.476 0.3501
C 4.107 2.105 -2.845 -0.5823
C 3.026 1.239 -2.955 -0.5619
C 2.373 0.792 -1.813 0.6766
C 2.797 1.220 -0.560 -0.2959
C 3.876 2.089 -0.449 -0.8099
C 4.534 2.528 -1.591 -0.5186
H 4.618 2.450 -3.736 0.4555
H 2.691 0.911 -3.932 0.4643
H 1.534 0.113 -1.899 0.0255
H 2.285 0.876 0.330 0.2426
H 4.204 2.424 0.528 0.3893
H 5.378 3.202 -1.506 0.3920
C -1.606 4.922 2.417 -0.5375
C -0.969 3.756 2.010 -0.5178
C -0.774 3.505 0.656 0.0543
C -1.209 4.425 -0.290 -0.6704
C -1.843 5.592 0.117 -0.3906
C -2.045 5.840 1.469 -0.5593
H -1.761 5.116 3.471 0.3874
H -0.626 3.041 2.748 0.5311
H -0.284 2.593 0.339 0.4807
H -1.055 4.231 -1.344 0.5365
H -2.182 6.309 -0.621 0.4021
H -2.545 6.747 1.785 0.3607
C 7.221 1.451 -5.574 -0.1089
C 6.111 1.291 -6.394 -0.2184
C 6.106 1.834 -7.673 -0.5855
C 7.217 2.530 -8.136 -0.3447
C 8.328 2.687 -7.317 -0.3667
C 8.329 2.152 -6.035 -0.5353
H 7.223 1.031 -4.575 0.3143
H 5.247 0.743 -6.035 0.4179
H 5.238 1.714 -8.309 0.3644
H 7.215 2.949 -9.134 0.3580
H 9.194 3.228 -7.679 0.3550
H 9.194 2.279 -5.395 0.3669
C 2.339 -0.920 9.026 -0.3387
C 2.758 -0.623 7.735 -0.4637
C 1.931 0.099 6.884 -0.3528
C 0.687 0.533 7.327 -0.3406
C 0.269 0.239 8.619 -0.4315
C 1.093 -0.491 9.467 -0.3678
H 2.982 -1.486 9.688 0.3531
H 3.730 -0.956 7.392 0.3637
H 2.255 0.325 5.875 0.4362
H 0.044 1.099 6.664 0.4299
H -0.699 0.578 8.965 0.3686
H 0.765 -0.724 10.473 0.3538
C 6.788 -2.695 -2.695 -0.6377
C 7.424 -3.862 -3.104 -0.3148
C 7.612 -4.113 -4.457 -0.3865
C 7.173 -3.194 -5.403 -0.5642
C 6.541 -2.026 -4.993 -0.1765
C 6.345 -1.778 -3.640 -0.0449
H 6.638 -2.501 -1.640 0.3912
H 7.771 -4.575 -2.367 0.3571
H 8.101 -5.026 -4.776 0.3557
H 7.323 -3.388 -6.458 0.3713
H 6.201 -1.310 -5.729 0.2196
H 5.846 -0.870 -3.321 0.4160